(1)
{
  "formula": "C53H38N13O6Se2Y",
  "method": "ωB97M-V/def2-TZVPD",
  "total_energy_ha": -8046.74830,
  "homo_lumo_gap_ev": 5.31,
  "e_above_lowest_kj_mol": 1028.7,
  "homo_energy_ev": -6.38,
  "max_force_ev_per_a": 1.0,
  "lumo_energy_ha": -0.0391,
  "symbols": ["Y", "C", "C", "C", "C", "C", "N", "C", "N", "C", "C", "C", "C", "C", "C", "C", "C", "N", "C", "N", "C", "N", "C", "N", "C", "N", "C", "C", "C", "C", "C", "C", "C", "C", "C", "C", "C", "C", "N", "C", "C", "H", "H", "H", "H", "H", "H", "H", "H", "H", "H", "H", "H", "H", "H", "H", "H", "C", "Se", "C", "C", "Se", "C", "H", "H", "H", "H", "H", "H", "H", "H", "H", "H", "N", "C", "C", "C", "C", "C", "N", "C", "C", "C", "C", "C", "N", "H", "H", "H", "H", "H", "H", "H", "H", "H", "O", "C", "O", "C", "C", "C", "C", "C", "C", "N", "O", "O", "N", "O", "O", "H", "H", "H"],
  "xyz": [[-0.1225, 0.4319, 0.0720], [-0.3169, 1.1307, -6.6385], [-1.7135, 0.9197, -6.4607], [-2.2892, 0.9507, -5.2206], [-1.4609, 1.1865, -4.1038], [-1.6977, 1.2493, -2.7124], [-0.5138, 1.4811, -2.0543], [0.4439, 1.5741, -2.9924], [1.8148, 1.7544, -2.6512], [2.1763, 2.7337, -1.7270], [3.7228, 3.1268, -1.7391], [4.9156, 3.6223, -2.5092], [5.8778, 4.0724, -1.6764], [5.9012, 4.1078, -0.1615], [4.9963, 3.7371, 0.7747], [3.6706, 3.1723, 0.3152], [2.3090, 2.8116, 0.8689], [2.1369, 2.4898, 2.2272], [0.9879, 2.1365, 2.6731], [-0.1385, 1.7583, 1.9619], [-1.1881, 1.6794, 2.8209], [-2.4486, 1.4679, 2.5722], [-2.9240, 1.3572, 1.3053], [-2.2521, 1.3285, 0.1687], [-3.1838, 1.1791, -0.8941], [-2.9317, 1.1210, -2.1450], [-4.5238, 1.1020, -0.3054], [-5.7823, 0.9487, -0.8650], [-6.8661, 0.9144, -0.0002], [-6.7020, 1.0379, 1.3833], [-5.4420, 1.2001, 1.9380], [-4.3635, 1.2274, 1.0687], [-0.7030, 1.8945, 4.2062], [-1.3612, 1.8855, 5.4192], [-0.5956, 2.1023, 6.5612], [0.7758, 2.3366, 6.4754], [1.4238, 2.3705, 5.2436], [0.6579, 2.1330, 4.1199], [1.1796, 3.4727, 0.1691], [-0.0697, 1.4062, -4.2837], [0.5041, 1.3754, -5.5744], [0.0931, 1.0973, -7.6402], [-2.3264, 0.7335, -7.3337], [-3.3514, 0.7912, -5.0854], [5.0345, 3.6520, -3.5844], [6.7832, 4.4643, -2.1241], [6.8353, 4.4999, 0.2237], [5.2374, 3.8442, 1.8247], [-5.9065, 0.8563, -1.9357], [-7.8640, 0.7879, -0.4008], [-7.5735, 1.0046, 2.0239], [-5.2928, 1.2985, 3.0048], [-2.4281, 1.7128, 5.4674], [-1.0698, 2.0953, 7.5343], [1.3414, 2.5064, 7.3826], [2.4831, 2.5787, 5.1635], [1.5672, 1.5386, -5.7086], [2.8109, -2.6595, 1.2016], [2.7654, -0.7358, 1.4544], [2.9210, -0.6755, 3.4035], [1.9048, -1.4569, 4.2333], [0.1460, -1.5159, 3.3956], [-0.9140, -1.7004, 5.0096], [3.7379, -3.0553, 1.6106], [2.7746, -2.8324, 0.1282], [1.9403, -3.1188, 1.6612], [2.8706, 0.3903, 3.6184], [3.9304, -1.0145, 3.6357], [1.7866, -0.9661, 5.2007], [2.2481, -2.4756, 4.4072], [-0.7038, -2.6439, 5.5078], [-1.9544, -1.6825, 4.6900], [-0.7304, -0.8630, 5.6797], [2.5579, -0.5177, -3.0638], [2.6586, 0.6461, -2.2912], [3.5869, 0.7511, -1.3101], [4.1498, 2.0514, -0.7641], [3.2590, 4.2039, -0.7619], [1.7790, 4.0576, -1.0494], [1.6607, 2.1142, -0.2485], [1.4193, -1.2732, -3.2774], [1.3819, -2.1606, -4.3606], [0.2200, -2.8563, -4.5973], [-0.8783, -2.6467, -3.7682], [-0.7273, -1.7743, -2.7132], [0.4068, -1.1191, -2.4373], [3.3971, -0.8146, -3.5285], [4.1450, -0.1513, -1.0985], [5.2162, 1.9053, -0.6512], [3.6991, 5.1887, -0.6954], [1.2281, 4.8657, -1.5189], [2.2418, -2.2592, -5.0100], [0.1580, -3.5406, -5.4333], [-1.8244, -3.1399, -3.9379], [-1.5639, -1.5904, -2.0462], [0.0317, -1.9899, 0.0854], [-1.1516, -2.1760, 0.4731], [-1.8545, -1.2464, 0.9322], [-1.7404, -3.5477, 0.3377], [-2.9950, -3.8166, 0.8653], [-3.5160, -5.0870, 0.7096], [-2.8489, -6.0947, 0.0405], [-1.6059, -5.7814, -0.4740], [-1.0330, -4.5320, -0.3380], [-0.8618, -6.8310, -1.2030], [0.2147, -6.5278, -1.6734], [-1.3852, -7.9209, -1.3025], [-4.8471, -5.3879, 1.2798], [-5.3844, -4.5171, 1.9296], [-5.3072, -6.4907, 1.0699], [-3.5477, -3.0441, 1.3804], [-3.2791, -7.0769, -0.0753], [-0.0602, -4.3149, -0.7541]],
  "atomic_forces_ev_per_a": [[0.17, -0.58, -0.81], [-0.03, -0.01, -0.01], [0.02, 0.00, -0.02], [0.01, 0.01, 0.04], [0.02, 0.03, -0.02], [-0.06, 0.02, 0.05], [0.03, -0.06, 0.12], [0.01, 0.05, 0.09], [0.01, 0.04, -0.03], [0.06, -0.02, -0.03], [-0.06, -0.01, -0.05], [0.04, 0.02, 0.03], [-0.01, 0.00, 0.01], [0.00, -0.01, -0.02], [0.01, 0.00, 0.00], [0.00, 0.02, -0.03], [0.04, -0.07, 0.05], [0.01, 0.04, -0.01], [-0.03, -0.07, 0.05], [-0.02, 0.11, 0.02], [0.00, -0.03, 0.09], [0.02, 0.00, -0.03], [-0.06, 0.05, 0.07], [-0.20, 0.13, 0.03], [0.06, 0.05, 0.15], [0.02, -0.01, -0.05], [-0.02, 0.00, -0.06], [-0.01, 0.00, 0.01], [0.00, 0.00, 0.00], [0.00, 0.00, 0.01], [0.00, -0.01, -0.02], [0.03, 0.02, 0.00], [-0.03, -0.02, -0.02], [0.01, 0.00, -0.01], [-0.01, 0.00, 0.01], [0.01, 0.00, 0.00], [-0.02, -0.01, -0.01], [0.04, 0.02, -0.01], [0.07, -0.02, -0.06], [-0.02, 0.00, -0.04], [0.00, 0.01, 0.04], [0.00, 0.00, 0.00], [0.00, 0.00, 0.00], [0.00, 0.00, -0.01], [-0.01, -0.01, 0.00], [0.00, 0.00, 0.00], [0.00, 0.00, 0.01], [-0.01, 0.00, 0.00], [0.00, 0.00, 0.00], [0.00, 0.00, 0.00], [0.00, 0.00, 0.00], [-0.01, 0.00, 0.00], [0.00, 0.00, 0.01], [0.00, 0.00, 0.00], [0.00, 0.00, 0.00], [0.00, 0.00, 0.00], [0.00, 0.00, 0.00], [0.02, -0.01, -0.02], [-0.03, 0.11, 0.14], [0.02, -0.03, 0.04], [0.08, 0.02, -0.05], [-0.08, 0.00, 0.01], [0.00, -0.01, 0.06], [-0.01, -0.01, 0.00], [-0.01, 0.00, 0.00], [-0.01, 0.00, 0.01], [-0.02, 0.00, -0.02], [0.00, 0.02, 0.03], [-0.01, -0.03, 0.01], [-0.02, -0.01, -0.03], [0.00, 0.00, -0.01], [0.00, 0.01, 0.01], [0.01, 0.01, -0.02], [0.02, -0.05, 0.03], [-0.02, 0.00, 0.02], [-0.03, -0.02, -0.01], [0.01, 0.03, 0.05], [0.03, 0.00, 0.01], [-0.03, -0.01, 0.02], [-0.21, 0.05, 0.10], [0.00, 0.03, -0.03], [-0.02, 0.01, -0.01], [0.02, 0.00, 0.00], [-0.01, 0.02, 0.01], [-0.01, -0.01, 0.01], [-0.03, -0.03, 0.06], [-0.01, 0.02, -0.04], [0.02, 0.00, -0.01], [0.00, -0.02, 0.00], [-0.01, 0.00, 0.00], [0.01, 0.01, 0.00], [0.00, 0.00, 0.00], [0.00, 0.00, 0.00], [0.00, 0.00, 0.00], [0.00, -0.01, 0.00], [0.11, 0.09, 0.10], [0.06, 0.03, 0.13], [0.07, 0.09, -0.13], [0.03, -0.01, 0.01], [0.02, -0.02, 0.00], [-0.06, 0.00, 0.00], [0.02, 0.03, 0.01], [0.04, -0.06, 0.02], [-0.02, 0.02, 0.01], [-0.07, 0.03, -0.15], [0.01, -0.01, 0.07], [0.03, 0.01, 0.06], [0.03, -0.03, 0.06], [-0.01, 0.01, -0.03], [-0.01, 0.02, -0.02], [0.00, 0.00, 0.00], [0.00, 0.00, 0.00], [0.00, -0.01, 0.00]]
}

***

(2)
{
  "formula": "C3H4N2O2",
  "method": "ωB97M-V/def2-TZVPD",
  "total_energy_ha": -376.54656,
  "homo_lumo_gap_ev": [8.36, 8.16],
  "e_above_lowest_kj_mol": 570.3,
  "homo_energy_ev": [-8.93, -8.57],
  "max_force_ev_per_a": 4.2,
  "lumo_energy_ha": [-0.0210, -0.0152],
  "symbols": ["N", "N", "C", "O", "C", "C", "O", "H", "H", "H", "H"],
  "xyz": [[0.0947, 0.7362, 1.7910], [-0.5305, -0.4043, 1.5377], [0.4644, 0.2947, -1.0580], [1.4762, -0.5045, -0.6530], [-1.1643, -0.6696, 0.4377], [-0.9293, -0.3449, -0.8061], [0.5851, 1.0443, -1.9987], [2.2687, -0.3093, -1.1776], [-0.4058, 1.5429, 1.4074], [-0.1809, -1.2045, 2.0865], [-1.6782, -0.1809, -1.5668]],
  "atomic_forces_ev_per_a": [[-0.30, 0.29, 1.70], [1.95, -0.11, -0.46], [-0.56, -2.28, -3.51], [0.01, 0.23, 0.79], [-2.00, -0.58, -0.11], [1.00, 1.60, 1.23], [0.18, 0.72, 1.13], [-0.17, 0.33, 0.11], [-0.03, -0.56, -0.57], [-0.26, 0.62, -0.17], [0.19, -0.27, -0.14]]
}